(1)
Molecular formula: C13H18Si
Method: DFT, wB97M-V/def2-TZVPD

```
32
Properties=species:S:1:pos:R:3:nbo_charge:R:1
C 2.7567 -0.4088 -2.2491 -0.221
C -2.8871 -1.8804 0.6754 -0.238
C 2.0710 0.4104 -1.3090 -0.263
C -1.6520 -1.4349 1.2425 -0.227
C 2.3940 -1.7148 -2.1260 -0.194
C -2.9914 -1.5379 -0.5922 -0.168
C 1.3600 -0.3855 -0.4713 0.050
C -0.8830 -0.7588 0.4169 0.014
C 1.5376 -1.7838 -0.8742 -0.500
C -1.7548 -0.7070 -0.8858 -0.487
C 1.3831 2.3266 1.2802 -0.624
C 0.3664 0.0481 0.6136 -0.234
C 0.1379 1.7647 0.6865 -0.604
Si -1.3711 2.3384 1.6865 0.858
H 3.3897 -0.0886 -2.9661 0.202
H -3.5320 -2.6166 1.1588 0.210
H 2.2502 1.5186 -1.3652 0.216
H -1.3933 -1.7612 2.2527 0.208
H 2.6109 -2.5452 -2.7665 0.212
H -3.5388 -1.8152 -1.4518 0.215
H 0.6578 -2.3940 -0.9383 0.242
H 2.0278 -2.1534 -0.0198 0.254
H -1.3111 -1.2893 -1.6914 0.231
H -1.9980 0.2296 -1.2801 0.231
H 1.7827 2.8034 0.3142 0.218
H 1.2734 3.0658 2.0014 0.212
H 2.0597 1.6025 1.6358 0.217
H 0.8590 -0.2605 1.5221 0.215
H -0.1321 1.7847 -0.3079 0.233
H -2.6252 2.3871 0.9557 -0.174
H -1.1427 3.8131 1.9286 -0.161
H -1.7056 1.4431 2.9240 -0.144
```

Values from the calculation:
Gap between HOMO and LUMO, Ha: 0.331
HOMO energy, eV: -8.1
SMILES string: C[C@H]([SiH3])C(C1=CC=CC1)C1=CC=CC1

=====

(2)
Molecular formula: C13H19BClN3O17V
Method: DFT, wB97M-V/def2-TZVPD

```
55
Properties=species:S:1:pos:R:3:mulliken_charge:R:1
O 0.5751 0.0654 0.7921 -0.330
V 1.2804 -0.7683 -0.2671 1.296
O 0.8810 -0.0715 -1.6891 -0.556
N 3.3186 -2.5190 1.8454 1.001
O 2.9148 -3.6330 1.7129 -0.669
O 2.6178 -1.5576 1.5497 -0.572
O 4.4697 -2.3560 2.0402 -0.635
N 3.7192 -2.8962 -1.1210 1.143
O 3.1592 -1.8618 -1.2632 -0.654
O 4.8572 -3.0688 -0.8431 -0.667
O 3.1190 -3.8704 -1.1487 -0.698
Cl -0.4083 -3.0471 -0.2659 -0.712
O 2.6721 1.5371 -0.0181 -0.683
C 3.8334 1.1849 0.1318 0.747
O 4.7443 0.5533 -0.6700 -0.444
B 6.0550 0.4520 0.0778 1.282
O 5.8849 1.1768 1.3530 -0.562
C 4.7129 1.6132 1.4448 0.584
O 4.2679 2.3380 2.3485 -0.737
O 6.5231 -0.9415 0.2730 -0.300
C 7.6510 -1.1519 -0.3472 0.634
O 8.1742 -2.2479 -0.6144 -0.670
C 8.0781 0.2427 -1.0114 0.404
O 7.0334 1.1212 -0.7251 -0.504
O 8.9687 0.3097 -1.8813 -0.635
C -1.8938 2.5556 -0.7659 -1.634
C -3.1843 1.7770 -0.5508 1.412
C -3.3841 0.8707 -1.8392 -1.220
C -4.4325 -0.3200 -1.6988 -0.770
C -3.9442 -1.1618 -0.5180 -0.920
C -3.9364 -0.3324 0.8044 1.490
N -3.1667 0.9379 0.6702 0.923
O -2.8944 1.6490 1.8131 -0.515
C -5.2963 -0.1107 1.3131 -1.929
C -3.0646 -1.1888 1.7781 -1.687
C -4.3975 2.7473 -0.6569 -1.988
H -1.9486 3.2227 -1.6262 0.407
H -1.0841 1.8708 -1.0182 0.193
H -1.4607 3.0827 0.0842 0.380
H -3.9444 1.4383 -2.5821 0.367
H -2.3960 0.5372 -2.1564 0.463
H -4.3339 -0.9347 -2.5935 0.460
H -5.4549 0.0134 -1.5209 0.306
H -2.9518 -1.5724 -0.7044 0.195
H -4.5567 -2.0602 -0.4408 0.430
H -5.5637 -0.9021 2.0132 0.480
H -5.3535 0.8625 1.8007 0.289
H -6.0305 -0.0470 0.5100 0.296
H -2.8713 -0.6906 2.7281 0.421
H -3.4684 -2.2010 1.8029 0.424
H -2.0419 -1.2335 1.4037 0.160
H -4.0712 3.7089 -1.0528 0.448
H -4.6265 2.9970 0.3791 0.393
H -5.3454 2.4991 -1.1343 0.312
H -2.0046 1.3818 2.0548 0.350
```

Values from the calculation:
Gap between HOMO and LUMO, Ha: 0.181
HOMO energy, eV: 0.6
Net charge: -3

=====

(3)
Molecular formula: C13H19BFeNO3
Method: DFT, wB97M-V/def2-TZVPD

```
38
Properties=species:S:1:pos:R:3:mulliken_charge:R:1
O -1.5639 3.8800 1.9504 -0.170
C -0.6566 3.1465 1.8857 0.072
Fe 0.2798 1.6739 2.3378 -0.046
C -0.4520 1.4657 4.0028 0.444
O -0.8845 1.0612 5.0073 -0.186
C -1.2277 0.6059 2.2000 0.422
O -2.3304 0.1965 2.1651 -0.248
C 2.1627 -0.9365 2.4063 -0.666
C 1.9133 -1.0702 1.0614 -0.380
C 1.5486 -0.0539 0.1096 0.018
C 1.0958 1.2830 0.5685 0.238
C 2.0281 2.1240 1.3344 -0.925
C 2.4299 1.6186 2.5667 -0.142
C 1.8232 0.3811 3.0332 -0.638
H 2.5887 -1.7691 3.0682 0.400
H 2.0280 -2.0678 0.6497 0.509
H 2.2687 0.0035 -0.7812 0.529
H 0.5792 1.8222 -0.2481 0.624
H 2.3648 3.1156 0.9696 0.521
H 3.1420 2.1639 3.2077 0.484
H 1.8372 0.2729 4.1390 0.739
C -1.6703 -2.0005 -3.6074 -0.791
N -1.2583 -1.1244 -2.4770 -0.473
C -1.4966 0.2891 -2.8636 -0.672
C -2.0693 -1.4528 -1.2682 -0.787
B 0.2872 -1.2941 -2.0623 0.541
H 0.5905 -0.5633 -0.8626 -0.264
H -2.7399 -1.8573 -3.8155 0.344
H -1.0917 -1.7431 -4.4971 0.375
H -1.4865 -3.0457 -3.3647 0.370
H -2.5774 0.4486 -3.0418 0.372
H -1.1208 0.9575 -2.0704 0.191
H -0.9277 0.4958 -3.7883 0.366
H -3.1424 -1.2877 -1.4839 0.384
H -1.8856 -2.5093 -1.0063 0.364
H -1.7406 -0.8254 -0.4173 0.209
H 0.4427 -2.4975 -1.9810 -0.073
H 0.9120 -0.9071 -3.0270 -0.054
```

Values from the calculation:
Gap between HOMO and LUMO (alpha / beta), Ha: 0.231 / 0.240
Spin multiplicity: 6
HOMO energy (alpha / beta), eV: -14.4 / -17.2
Net charge: +2

=====

(4)
Molecular formula: C13H19BN2O12Tl
Method: DFT, wB97M-V/def2-TZVPD

```
48
Properties=species:S:1:pos:R:3:nbo_charge:R:1
Tl 2.5776 -3.8133 -2.0576 0.993
N 2.9216 -4.2282 3.5401 0.714
O 4.0452 -4.6421 3.5511 -0.225
O 2.4759 -3.6749 2.5833 -0.286
O 2.3212 -4.2966 4.5551 -0.182
O -2.0331 -3.8907 -1.7578 -0.598
C -2.7635 -4.0104 -0.7462 0.675
O -2.1957 -4.1105 0.3943 -0.637
B -3.2039 -3.9688 1.3924 1.141
O -4.4948 -4.1447 0.7400 -0.598
C -4.2659 -4.0162 -0.4981 0.665
O -5.0571 -3.8010 -1.4544 -0.516
O -3.0768 -4.9577 2.4745 -0.582
C -2.8537 -4.3961 3.6461 0.685
O -2.5781 -4.9672 4.7218 -0.402
C -2.7924 -2.8988 3.3841 0.674
O -2.9467 -2.6272 2.0624 -0.606
O -2.6984 -2.0554 4.2444 -0.397
C -1.1917 2.3268 -1.7978 -0.657
C 0.2456 2.0450 -2.1260 0.114
C 0.8958 3.5078 -2.3759 -0.421
C 1.3936 4.3433 -1.2170 -0.425
C 2.3357 3.5275 -0.3766 -0.394
C 1.6616 2.1025 0.0116 0.115
N 1.0630 1.2873 -1.1150 0.002
O 0.3309 0.2028 -0.6927 -0.524
C 2.9520 1.3071 0.4062 -0.620
C 0.5418 2.3443 1.0657 -0.680
C 0.2018 1.2213 -3.4058 -0.625
H -1.4033 3.0050 -0.9712 0.221
H -1.8422 1.4546 -1.7314 0.229
H -1.5864 2.9608 -2.5918 0.248
H 1.8156 3.2276 -2.8893 0.203
H 0.4536 4.0682 -3.1996 0.242
H 0.4963 4.7434 -0.7450 0.204
H 2.0215 5.2141 -1.4053 0.239
H 2.4671 4.1161 0.5313 0.234
H 3.3460 3.5017 -0.7847 0.228
H 3.6068 1.7650 1.1475 0.238
H 2.5892 0.4367 0.9529 0.207
H 3.4542 0.8306 -0.4358 0.224
H 0.0528 1.4877 1.5296 0.223
H 0.8841 2.7661 2.0107 0.258
H -0.1899 3.0608 0.6923 0.236
H -0.6357 0.5268 -3.3398 0.230
H 1.1241 0.7147 -3.6899 0.217
H -0.2211 1.8240 -4.2096 0.235
H -0.2441 0.5805 -0.0231 0.481
```

Values from the calculation:
Gap between HOMO and LUMO, Ha: 0.069
HOMO energy, eV: -12.0
Net charge: +1

=====

(5)
Molecular formula: C13H19BNO7P
Method: DFT, wB97M-V/def2-TZVPD

```
42
Properties=species:S:1:pos:R:3:nbo_charge:R:1
C -0.2529 2.7528 1.9805 -0.635
C 0.1233 1.3856 2.8166 -0.699
P -1.1196 0.0530 2.2277 0.770
C -2.7782 0.9962 2.0770 -0.710
C -4.0270 0.0666 2.5472 -0.633
C -0.5199 -0.5697 0.5369 -0.397
C -1.4901 -1.1396 -0.3467 0.221
O -2.8902 -1.3013 -0.0887 -0.700
C -0.9503 -1.6363 -1.7899 0.496
O -1.4138 -2.6251 -2.4348 -0.497
C 0.2490 -0.7424 -2.4212 -0.017
C 0.2276 -0.5238 -4.0376 -0.811
B -0.9252 0.6406 -4.2797 1.200
O -0.5506 1.9716 -3.7740 -0.948
O -2.2138 0.3900 -4.8900 -0.926
C 1.2369 -0.2034 -1.5410 0.049
N 2.3712 0.5847 -2.0915 -0.540
C 2.6861 1.5795 -1.2782 0.888
O 3.2574 2.3163 -0.4274 -0.471
C 1.0340 -0.5070 0.0482 0.546
O 2.0000 -0.6452 0.8560 -0.530
H -0.6958 2.4609 0.9432 0.204
H -1.0519 3.3005 2.5930 0.215
H 0.6880 3.3728 1.7694 0.228
H 1.2091 1.0839 2.5967 0.259
H 0.0327 1.5342 3.9596 0.242
H -2.7733 1.9038 2.8059 0.241
H -2.9525 1.4319 1.0223 0.240
H -3.6813 -0.9463 2.9658 0.220
H -4.6385 -0.1513 1.5812 0.219
H -4.7639 0.6147 3.2549 0.221
H -3.0077 -2.1130 0.4797 0.501
H 1.2704 -0.1590 -4.3460 0.271
H -0.0688 -1.5423 -4.4810 0.273
H -0.5417 2.6264 -4.5101 0.504
H -2.8825 0.5898 -4.1769 0.505
C 5.1408 -2.9913 1.9145 -0.244
O 5.0394 -2.2895 0.6864 -0.727
H 6.1830 -3.2696 2.0766 0.179
H 4.8062 -2.3495 2.7337 0.162
H 4.5274 -3.8951 1.8738 0.159
H 4.1069 -2.0553 0.5679 0.473
```

Values from the calculation:
Gap between HOMO and LUMO, Ha: 0.250
HOMO energy, eV: -8.3
SMILES string: CCP(CC)C1=C(O)C(=O)C(CB(O)O)=C(N=C=O)C1=O.CO

=====

(6)
Molecular formula: C13H19BrOPtSi
Method: DFT, wB97M-V/def2-TZVPD

```
36
Properties=species:S:1:pos:R:3:nbo_charge:R:1
C -1.2508 -1.0251 -3.0275 -0.263
C -1.4620 -2.1055 -2.1666 -0.305
C -2.0632 -1.6074 -0.9105 -0.462
H -1.2311 -3.1497 -2.3527 0.208
C -2.0873 -0.1338 -1.0600 -0.241
C -1.6407 0.1824 -2.3453 -0.252
H -1.6710 1.1746 -2.8000 0.206
H -0.9453 -1.0621 -4.0797 0.200
H -2.7166 -2.1903 -0.2515 0.227
H -2.4932 0.5509 -0.3307 0.215
Pt -0.3392 -1.6807 0.2890 0.791
Br 0.1683 -3.9771 0.4562 -0.598
C 2.5752 1.6898 -1.4161 -0.361
C 1.4901 2.3027 -2.1193 -0.372
C 1.2199 1.4984 -3.2618 -0.351
H 1.0766 3.2833 -1.9339 0.168
C 2.2371 0.5172 -3.3810 -0.374
C 3.0086 0.5610 -2.1685 -0.368
H 3.8027 -0.1245 -1.8787 0.170
H 2.9602 2.0036 -0.4481 0.171
H 0.4128 1.6711 -3.9805 0.164
H 2.4148 -0.1266 -4.2371 0.169
C -1.2953 1.4748 3.3884 -1.143
Si -0.3273 0.1055 2.5583 1.862
C 1.4940 0.4328 2.9628 -1.136
C -0.8965 -1.5566 3.3155 -1.159
O -0.5082 0.2312 0.9177 -1.179
H -1.1596 1.4010 4.4750 0.206
H -2.3687 1.4233 3.1680 0.222
H -0.9081 2.4475 3.0637 0.228
H 1.6213 0.4604 4.0563 0.195
H 2.1664 -0.3366 2.5568 0.240
H 1.7855 1.4052 2.5378 0.237
H -1.9762 -1.5297 3.5344 0.213
H -0.6916 -2.3911 2.6014 0.263
H -0.4017 -1.8199 4.2684 0.210
```

Values from the calculation:
Gap between HOMO and LUMO (alpha / beta), Ha: 0.173 / 0.172
Spin multiplicity: 3
HOMO energy (alpha / beta), eV: 0.2 / 0.2
Net charge: -2

=====

DFT total energy readings, ordered: -21646.1062 -91948.5328 -56459.2551 -46691.7509 -39572.3238 -97001.8406 eV